(1)
Computed, not measured: a structure of composition C6H8N2O4, with ωB97M-V with the def2-TZVPD basis set.

```
! RIJCOSX wB97M-V def2-TZVPD def2/J DEFGRID3
* xyz 0 1
C 2.3134 -0.3047 0.5652
C 1.7515 1.4294 -0.2297
C -1.2739 0.8159 1.4175
C 3.0776 0.8130 0.0858
C -0.7962 -1.4540 0.5991
C -0.7893 0.0083 0.2212
N 1.0930 0.3159 0.3631
N -1.2398 0.4037 -1.0185
O -1.9939 1.9001 1.2034
O 2.5608 -1.3743 1.0220
O 1.2611 2.4148 -0.7236
O -0.9826 0.5172 2.5497
H 3.6621 1.2729 0.7455
H 3.7335 0.5530 -0.8652
H -0.8634 -1.4519 1.7025
H -1.7289 -2.1266 0.3211
H 0.1933 -1.8758 0.2421
H -1.9432 2.0752 0.2277
H -0.6622 1.1920 -1.3670
H -1.1115 -0.2216 -1.7766
*
```

Its electronic energy is -17520.1904 eV. For the HOMO energy, the calculation gives -0.3698 Eh. Its largest force on an atom is 6.02 eV Å⁻¹. The calculation puts the gap between HOMO and LUMO at 9.97 eV.

***

(2)
Computed, not measured: a cluster of 2 separate species, C6H8N2O4 in total, with ωB97M-V with the def2-TZVPD basis set.

```
! RIJCOSX wB97M-V def2-TZVPD def2/J DEFGRID3
* xyz 0 1
C -2.7357 0.7010 0.8092
C -2.7084 -0.7283 0.7746
C -1.7779 1.1467 -0.0688
C -1.8237 -1.1201 -0.1739
C 1.4340 0.1608 -0.1529
C 3.9547 0.0561 -0.0579
N 0.8182 -0.0025 0.9258
N -1.3023 0.0124 -0.7563
O -1.3230 2.3433 -0.4022
O -1.4193 -2.3286 -0.7028
O 2.6123 0.1881 -0.6466
O -0.3930 -0.0425 -1.6907
H -3.0688 1.2262 1.7031
H -3.4989 -1.3166 1.2365
H 4.5971 -0.6270 -0.6397
H 3.7140 -0.3814 0.9298
H 4.2971 1.0492 0.1780
H -0.1821 -0.3811 0.9551
H -0.5931 2.0934 -1.0310
H -0.6014 -2.0490 -1.1894
*
```

Its electronic energy is -17515.5358 eV. For the HOMO energy (spin up / spin down), the calculation gives -0.2721 / -0.2711 Eh. Its largest force on an atom is 3.05 eV Å⁻¹. The calculation puts the gap between HOMO and LUMO (spin up / spin down) at 6.61 / 6.13 eV.

***

(3)
Computed, not measured: a cluster of 2 separate species, C6H8N2S in total, with ωB97M-V with the def2-TZVPD basis set.

```
! RIJCOSX wB97M-V def2-TZVPD def2/J DEFGRID3
* xyz 0 1
C 2.7600 0.1339 -0.2346
C 2.0915 1.3453 0.0744
C 1.9922 -0.9729 -0.6460
C 0.6728 1.4418 -0.0159
C 0.6273 -0.9105 -0.7183
C -0.0187 0.2904 -0.3798
N -2.8128 -1.6864 0.2138
N -2.1676 1.6965 0.1257
S -1.7563 0.5347 -0.8062
H 3.8249 0.2154 -0.1991
H 2.5705 2.2082 0.3345
H 2.4361 -1.9023 -1.0224
H 0.3302 2.3387 0.3219
H -0.0699 -1.7659 -0.8331
H -2.7102 -2.1941 -0.7286
H -3.1044 2.0452 0.0279
H -3.8557 -1.6744 0.2453
*
```

Its electronic energy is -20163.0212 eV. For the HOMO energy (spin up / spin down), the calculation gives -0.2787 / -0.3438 Eh. Its largest force on an atom is 4.52 eV Å⁻¹. The calculation puts the gap between HOMO and LUMO (spin up / spin down) at 7.22 / 9.08 eV.

***

(4)
Computed, not measured: a structure of composition C6H8N2Se2, with ωB97M-V with the def2-TZVPD basis set.

```
! RIJCOSX wB97M-V def2-TZVPD def2/J DEFGRID3
* xyz 0 1
C 1.4035 1.8917 -0.2139
C 0.2500 2.6296 0.0010
C 1.3802 0.4405 -0.3253
C -1.5482 1.0205 0.2434
C 2.8662 -2.2096 -0.1969
C -3.9164 -0.6890 0.4117
N -1.0045 2.0752 0.1495
N 0.4962 -0.4043 -0.4142
Se 3.3168 -0.3444 -0.2611
Se -1.8355 -0.7006 0.2161
H 2.4313 2.3518 -0.2058
H 0.3046 3.7053 0.0080
H 3.7733 -2.7507 -0.4466
H 2.4520 -2.5895 0.7040
H 2.1073 -2.2861 -0.9498
H -4.1658 -1.1317 1.4353
H -4.0992 0.3645 0.3001
H -4.2117 -1.3732 -0.4555
*
```

Its electronic energy is -140018.5190 eV. For the HOMO energy (spin up / spin down), the calculation gives -0.2560 / -0.2561 Eh. Its largest force on an atom is 3.59 eV Å⁻¹. The calculation puts the gap between HOMO and LUMO (spin up / spin down) at 5.79 / 5.79 eV.

***

Which of these has the lowest electronic energy? C6H8N2Se2

***

The lowest electronic energy belongs to which entry? C6H8N2Se2

***

What did the third record say?
Computed, not measured: a cluster of 2 separate species, C6H8N2S in total, with ωB97M-V with the def2-TZVPD basis set.

```
! RIJCOSX wB97M-V def2-TZVPD def2/J DEFGRID3
* xyz 0 1
C 2.7600 0.1339 -0.2346
C 2.0915 1.3453 0.0744
C 1.9922 -0.9729 -0.6460
C 0.6728 1.4418 -0.0159
C 0.6273 -0.9105 -0.7183
C -0.0187 0.2904 -0.3798
N -2.8128 -1.6864 0.2138
N -2.1676 1.6965 0.1257
S -1.7563 0.5347 -0.8062
H 3.8249 0.2154 -0.1991
H 2.5705 2.2082 0.3345
H 2.4361 -1.9023 -1.0224
H 0.3302 2.3387 0.3219
H -0.0699 -1.7659 -0.8331
H -2.7102 -2.1941 -0.7286
H -3.1044 2.0452 0.0279
H -3.8557 -1.6744 0.2453
*
```

Its electronic energy is -20163.0212 eV. For the HOMO energy (spin up / spin down), the calculation gives -0.2787 / -0.3438 Eh. Its largest force on an atom is 4.52 eV Å⁻¹. The calculation puts the gap between HOMO and LUMO (spin up / spin down) at 7.22 / 9.08 eV.

***

What is the electronic energy in the second record? -17515.5358 eV